[1]
Formula: C35H29CoF3N3P2S2
Source: the Open Molecules 2025 dataset
Level of theory: the ωB97M-V functional and the def2-TZVPD basis

Last column: Löwdin spin population.
Element x y z (Å)
Co (0.298, 0.574, -0.443)  2.66
N (1.188, -1.354, -2.791)  0.00
P (0.025, -1.526, -1.553)  0.03
C (0.553, -2.938, -0.564)  0.01
C (1.198, -2.691, 0.647)  0.00
C (1.707, -3.746, 1.393)  0.00
C (1.570, -5.046, 0.929)  0.00
C (0.923, -5.299, -0.276)  0.00
C (0.414, -4.249, -1.022)  0.00
C (-1.452, -2.074, -2.430)  0.00
C (-2.494, -2.623, -1.681)  0.00
C (-3.679, -2.982, -2.302)  0.00
C (-3.832, -2.797, -3.672)  0.00
C (-2.801, -2.250, -4.419)  0.00
C (-1.612, -1.882, -3.800)  0.00
C (2.159, -0.362, -2.728)  0.00
C (3.242, -0.381, -3.611)  0.00
C (4.159, 0.639, -3.550)  0.00
C (3.994, 1.663, -2.618)  0.00
C (2.911, 1.596, -1.780)  0.00
N (2.001, 0.604, -1.816)  0.04
H (1.401, -2.135, -3.398)  0.00
H (1.294, -1.679, 1.026)  0.00
H (2.198, -3.545, 2.336)  0.00
H (1.963, -5.870, 1.511)  0.00
H (0.812, -6.315, -0.630)  0.00
H (-0.104, -4.453, -1.952)  0.00
H (-2.379, -2.778, -0.614)  0.00
H (-4.483, -3.409, -1.718)  0.00
H (-4.756, -3.083, -4.155)  0.00
H (-2.916, -2.111, -5.485)  0.00
H (-0.810, -1.455, -4.390)  0.00
H (3.341, -1.189, -4.324)  0.00
H (5.005, 0.642, -4.225)  0.00
H (4.692, 2.483, -2.540)  0.00
H (2.743, 2.358, -1.029)  0.00
F (-3.947, 4.514, -4.316)  0.00
C (-2.817, 5.007, -3.796)  0.00
F (-2.045, 5.408, -4.816)  0.00
F (-3.129, 6.082, -3.072)  0.00
C (-2.103, 3.951, -2.978)  0.00
C (-1.758, 2.756, -3.592)  0.00
C (-1.093, 1.811, -2.844)  0.00
N (-0.780, 2.003, -1.555)  0.03
C (-1.124, 3.151, -0.968)  0.01
C (-1.789, 4.157, -1.650)  0.00
H (-1.997, 2.565, -4.629)  0.00
H (-0.798, 0.864, -3.276)  0.00
H (-0.853, 3.251, 0.076)  0.00
H (-2.051, 5.075, -1.145)  0.00
S (-1.233, 0.067, 1.410)  0.08
P (0.229, 0.866, 2.522)  0.01
S (1.561, 1.732, 1.280)  0.07
C (-0.417, 2.065, 3.698)  0.00
C (0.153, 3.325, 3.841)  0.00
C (-0.359, 4.212, 4.782)  0.00
C (-1.433, 3.839, 5.575)  0.00
C (-2.002, 2.578, 5.435)  0.00
C (-1.497, 1.693, 4.500)  0.00
C (1.003, -0.444, 3.489)  0.00
C (2.317, -0.313, 3.934)  0.00
C (2.884, -1.309, 4.714)  0.00
C (2.143, -2.435, 5.056)  0.00
C (0.836, -2.570, 4.610)  0.00
C (0.266, -1.578, 3.824)  0.00
H (0.992, 3.613, 3.221)  0.00
H (0.084, 5.192, 4.895)  0.00
H (-1.830, 4.530, 6.307)  0.00
H (-2.841, 2.289, 6.054)  0.00
H (-1.949, 0.714, 4.386)  0.00
H (2.900, 0.559, 3.659)  0.00
H (3.905, -1.210, 5.056)  0.00
H (2.587, -3.209, 5.668)  0.00
H (0.261, -3.449, 4.869)  0.00
H (-0.745, -1.694, 3.454)  0.00

The value obtained for the HOMO-LUMO gap (alpha / beta) is 7.97 / 8.24 eV. Its spin multiplicity is 4. Its LUMO energy (alpha / beta) is -2.6 / -3.0 eV. As for the net charge: +1. For the relative energy (zero: lowest compared OMol25 entry of this formula, charge and spin), the calculation gives 0.000 eV. For the largest force on an atom, the calculation gives 0.46 eV/Å.

=====

[2]
Formula: C35H29GeN6RhS2
Source: the Open Molecules 2025 dataset
Level of theory: the ωB97M-V functional and the def2-TZVPD basis

Last column: Löwdin spin population.
Element x y z (Å)
Rh (-1.169, 0.476, 0.025)  2.14
C (2.681, 1.641, -1.748)  0.00
C (1.379, 1.180, -1.586)  0.02
N (0.683, 1.379, -0.483)  0.09
C (1.219, 2.177, 0.477)  0.02
C (2.559, 2.676, 0.385)  0.00
C (3.314, 2.397, -0.782)  0.01
C (3.086, 3.654, 1.345)  0.00
C (2.267, 4.043, 2.343)  0.00
C (0.966, 3.455, 2.532)  0.00
C (0.223, 3.782, 3.669)  0.01
C (-0.946, 3.095, 3.890)  0.00
C (-1.410, 2.158, 2.908)  0.02
N (-0.797, 1.973, 1.750)  0.07
C (0.441, 2.532, 1.632)  0.01
H (3.199, 1.480, -2.730)  0.00
H (0.972, 0.508, -2.315)  0.00
H (4.290, 2.792, -0.910)  0.00
H (4.069, 4.069, 1.218)  0.00
H (2.598, 4.818, 3.060)  0.00
H (0.612, 4.545, 4.390)  0.00
H (-1.618, 3.236, 4.716)  0.00
H (-2.320, 1.603, 3.108)  0.00
N (-4.094, -0.744, -1.686)  0.02
C (-4.129, 0.562, -1.496)  0.02
N (-3.061, 1.298, -1.095)  0.05
C (-3.522, 2.608, -1.023)  0.02
C (-4.785, 2.943, -1.337)  0.08
S (-5.574, 1.459, -1.724)  0.03
C (-2.452, 3.653, -0.795)  0.12
C (-2.762, 4.821, -0.116)  0.31
S (-1.565, 5.938, -0.234)  0.12
C (-0.635, 4.773, -1.101)  0.09
N (-1.232, 3.577, -1.298)  0.04
N (0.623, 5.084, -1.388)  0.18
H (-3.180, -1.078, -1.889)  0.01
H (-4.899, -1.243, -1.968)  0.00
H (-5.310, 3.880, -1.447)  0.00
H (-3.649, 5.013, 0.416)  0.01
H (0.903, 6.048, -1.264)  0.00
H (1.192, 4.484, -1.954)  0.00
C (-1.981, -2.709, 1.807)  0.06
Ge (-0.825, -2.063, 0.379)  0.25
C (-1.140, -2.737, -1.468)  0.06
C (-2.120, -3.701, -1.796)  0.02
C (-2.234, -4.316, -3.085)  0.00
C (-1.242, -4.099, -4.049)  0.01
C (-0.290, -3.097, -3.743)  0.00
C (-0.285, -2.417, -2.514)  0.02
C (1.077, -2.383, 1.089)  0.20
C (1.446, -1.426, 2.039)  0.11
C (2.574, -1.633, 2.752)  0.07
C (3.437, -2.631, 2.405)  0.20
C (3.142, -3.585, 1.357)  0.00
C (4.013, -4.600, 0.984)  0.16
C (3.568, -5.514, -0.005)  0.07
C (2.322, -5.513, -0.516)  0.04
C (1.409, -4.504, -0.156)  0.17
C (1.819, -3.537, 0.763)  0.01
H (-1.999, -3.774, 2.018)  0.01
H (-2.988, -2.357, 1.526)  0.00
H (-1.690, -2.097, 2.703)  0.00
H (-2.817, -4.052, -1.075)  0.00
H (-3.015, -5.079, -3.192)  0.00
H (-1.185, -4.670, -4.950)  0.00
H (0.508, -2.720, -4.401)  0.00
H (0.455, -1.689, -2.312)  0.00
H (0.796, -0.634, 2.316)  0.01
H (2.716, -0.902, 3.479)  0.00
H (4.453, -2.687, 2.819)  0.01
H (5.038, -4.678, 1.481)  0.00
H (4.343, -6.207, -0.341)  0.00
H (2.096, -6.332, -1.230)  0.00
H (0.429, -4.403, -0.579)  0.01

The value obtained for the HOMO-LUMO gap (alpha / beta) is 6.73 / 5.05 eV. Its spin multiplicity is 6. Its LUMO energy (alpha / beta) is -7.8 / -10.8 eV. As for the net charge: +3. For the relative energy (zero: lowest compared OMol25 entry of this formula, charge and spin), the calculation gives 0.625 eV. For the largest force on an atom, the calculation gives 4.09 eV/Å.

=====

[3]
Formula: C35H29MgNO4SSb2
Source: the Open Molecules 2025 dataset
Level of theory: the ωB97M-V functional and the def2-TZVPD basis

Last column: Löwdin spin population.
Element x y z (Å)
Mg (-2.412, 0.795, -1.926)  0.04
O (-4.119, -1.106, -8.327)  0.00
C (-3.317, -0.179, -8.141)  0.00
O (-2.716, 0.559, -8.941)  0.00
C (-2.997, 0.111, -6.644)  0.00
C (-2.093, 1.110, -6.302)  0.00
C (-1.820, 1.349, -4.974)  0.00
N (-2.394, 0.658, -3.980)  0.01
C (-3.276, -0.313, -4.301)  0.00
C (-3.591, -0.609, -5.613)  0.00
C (-3.911, -1.090, -3.140)  0.00
O (-4.524, -2.106, -3.386)  0.00
O (-3.691, -0.591, -1.964)  0.00
H (-1.628, 1.675, -7.098)  0.00
H (-1.122, 2.125, -4.681)  0.00
H (-4.295, -1.395, -5.844)  0.00
C (-0.322, -1.635, -1.096)  0.00
C (-0.574, -1.933, 0.391)  0.00
C (-1.337, -0.891, 1.198)  0.00
Sb (-0.275, 0.860, 1.891)  0.01
C (-1.667, 1.243, 3.480)  0.00
C (-1.938, 0.336, 4.501)  0.00
C (-2.849, 0.639, 5.502)  0.00
C (-3.508, 1.861, 5.493)  0.00
C (-3.251, 2.772, 4.481)  0.00
C (-2.334, 2.464, 3.484)  0.00
C (1.127, -0.319, 3.066)  0.01
C (0.913, -1.629, 3.495)  0.00
C (1.884, -2.330, 4.197)  0.00
C (3.099, -1.730, 4.489)  0.00
C (3.331, -0.426, 4.083)  0.00
C (2.352, 0.266, 3.381)  0.00
Sb (1.446, -0.796, -2.076)  0.00
C (2.998, -1.738, -0.942)  0.00
C (4.296, -1.263, -1.132)  0.00
C (5.369, -1.820, -0.454)  0.00
C (5.163, -2.878, 0.419)  0.00
C (3.885, -3.381, 0.593)  0.00
C (2.813, -2.820, -0.088)  0.00
C (1.647, 1.156, -1.217)  0.00
C (0.829, 2.154, -1.738)  0.00
C (0.887, 3.458, -1.271)  0.00
C (1.814, 3.791, -0.297)  0.00
C (2.665, 2.818, 0.204)  0.00
C (2.574, 1.506, -0.240)  0.00
H (-1.226, -1.162, -1.529)  0.00
H (-0.315, -2.587, -1.641)  0.00
H (0.352, -2.182, 0.906)  0.00
H (-1.182, -2.846, 0.403)  0.00
H (-1.723, -1.359, 2.107)  0.00
H (-2.225, -0.550, 0.658)  0.00
H (-1.427, -0.620, 4.530)  0.00
H (-3.046, -0.078, 6.289)  0.00
H (-4.222, 2.099, 6.271)  0.00
H (-3.769, 3.723, 4.461)  0.00
H (-2.161, 3.175, 2.686)  0.00
H (-0.024, -2.127, 3.275)  0.00
H (1.691, -3.348, 4.515)  0.00
H (3.862, -2.278, 5.028)  0.00
H (4.275, 0.054, 4.309)  0.00
H (2.552, 1.284, 3.066)  0.00
H (4.478, -0.438, -1.813)  0.00
H (6.367, -1.430, -0.611)  0.00
H (5.998, -3.312, 0.954)  0.00
H (3.715, -4.213, 1.264)  0.00
H (1.831, -3.246, 0.053)  0.00
H (0.153, 1.926, -2.557)  0.00
H (0.214, 4.206, -1.670)  0.00
H (1.871, 4.807, 0.072)  0.00
H (3.392, 3.078, 0.964)  0.00
H (3.219, 0.755, 0.193)  0.00
S (-3.273, 3.653, -0.290)  0.38
C (-2.509, 2.289, -0.433)  0.54

The value obtained for the HOMO-LUMO gap (alpha / beta) is 6.38 / 7.53 eV. Its spin multiplicity is 2. Its LUMO energy (alpha / beta) is 2.0 / 2.0 eV. As for the net charge: -1. For the relative energy (zero: lowest compared OMol25 entry of this formula, charge and spin), the calculation gives 0.000 eV. For the largest force on an atom, the calculation gives 0.67 eV/Å.

=====

Question: Among the records above, which one has the lowest net charge?
Answer: C35H29MgNO4SSb2